# 1
The following is a quantum chemistry calculation of C68H160As5F30N8O8 as an isolated structure, from OMol25.

- spin multiplicity = 1
- DFT total energy (hartree) = -17901.431466
- charge = +3
- HOMO level (eV) = -13.995
- LUMO (eV) = -10.686
- gap between HOMO and LUMO (eV) = 3.3

Last column: Löwdin charge in e.
Positions of all 279 atoms, in Å:
C 1.66 3.53 -0.61  -0.081
C 0.79 4.82 -0.74  -0.202
C -0.47 4.42 -1.55  -0.188
C -1.49 5.48 -1.91  -0.087
N -2.64 4.93 -2.82  -0.167
C -3.47 6.06 -3.18  -0.138
C -2.77 6.64 -4.44  -0.140
C -2.46 5.38 -5.29  -0.123
C -1.91 4.48 -4.18  -0.052
C -3.43 3.71 -2.25  -0.123
C -4.14 4.06 -1.00  -0.225
C -4.88 2.79 -0.54  -0.075
H 1.16 2.67 -0.21  0.058
H 2.53 3.79 -0.03  0.035
H 2.05 3.35 -1.64  0.063
H 1.31 5.49 -1.34  0.074
H 0.45 5.37 0.13  0.088
H -1.04 3.69 -0.92  0.097
H -0.15 3.86 -2.42  0.093
H -1.09 6.34 -2.42  0.119
H -1.98 5.89 -1.00  0.139
H -4.51 5.82 -3.44  0.145
H -3.46 6.83 -2.41  0.136
H -3.37 7.45 -4.84  0.119
H -1.85 7.16 -4.12  0.111
H -3.36 5.03 -5.76  0.115
H -1.71 5.61 -6.05  0.123
H -2.08 3.40 -4.40  0.126
H -0.88 4.77 -3.97  0.105
H -2.69 2.93 -2.16  0.099
H -4.16 3.44 -2.99  0.134
H -4.88 4.90 -1.13  0.142
H -3.43 4.23 -0.20  0.079
H -5.50 3.12 0.28  0.058
H -4.23 1.95 -0.25  0.081
H -5.51 2.50 -1.37  0.075
C 2.56 4.18 -4.65  -0.079
C 1.95 3.63 -5.93  -0.250
C 1.35 2.25 -5.97  -0.152
C 2.56 1.27 -6.16  -0.102
N 2.17 -0.14 -5.80  -0.192
C 1.65 -0.17 -4.39  -0.128
C 2.09 -1.50 -3.88  -0.138
C 3.53 -1.71 -4.47  -0.078
C 3.33 -1.17 -5.92  -0.043
C 1.02 -0.59 -6.76  -0.114
C 1.27 -0.42 -8.25  -0.231
C 0.05 -0.81 -9.04  -0.073
H 2.81 5.26 -4.71  0.089
H 3.54 3.69 -4.46  0.088
H 1.97 4.06 -3.77  0.029
H 2.76 3.64 -6.68  0.121
H 1.28 4.35 -6.35  0.092
H 0.70 2.04 -6.79  0.108
H 0.90 2.04 -5.05  0.081
H 3.42 1.55 -5.59  0.130
H 2.72 1.24 -7.26  0.122
H 0.55 -0.05 -4.41  0.109
H 2.10 0.69 -3.87  0.125
H 1.47 -2.33 -4.20  0.121
H 2.05 -1.60 -2.84  0.069
H 3.85 -2.74 -4.47  0.117
H 4.14 -0.97 -3.94  0.087
H 3.05 -1.85 -6.77  0.132
H 4.18 -0.61 -6.35  0.136
H 0.08 -0.16 -6.44  0.120
H 0.96 -1.62 -6.58  0.115
H 2.07 -1.07 -8.56  0.111
H 1.54 0.67 -8.40  0.117
H 0.05 -1.89 -9.24  0.095
H 0.00 -0.31 -9.96  0.068
H -0.83 -0.60 -8.41  0.087
C -0.22 -3.04 5.69  -0.098
C -1.38 -2.73 4.80  -0.240
C -1.08 -1.52 3.89  -0.145
C -0.09 -1.86 2.73  -0.102
N 0.58 -0.65 2.10  -0.174
C 1.66 -1.21 1.12  -0.109
C 0.89 -1.80 0.06  -0.137
C -0.45 -0.94 -0.07  -0.071
C -0.48 -0.06 1.22  -0.088
C 1.14 0.34 3.12  -0.092
C 2.13 -0.33 4.07  -0.217
C 2.64 0.58 5.16  -0.075
H 0.07 -2.10 6.15  0.075
H 0.67 -3.50 5.27  0.072
H -0.65 -3.58 6.54  0.085
H -2.29 -2.67 5.36  0.100
H -1.67 -3.64 4.21  0.097
H -0.66 -0.73 4.49  0.099
H -1.98 -1.01 3.49  0.081
H -0.53 -2.46 1.94  0.121
H 0.67 -2.55 3.14  0.102
H 2.35 -0.39 0.95  0.104
H 2.20 -1.99 1.71  0.112
H 1.54 -1.77 -0.82  0.098
H 0.61 -2.83 0.33  0.106
H -0.45 -0.34 -0.96  0.090
H -1.27 -1.64 -0.07  0.087
H -0.24 0.99 0.96  0.111
H -1.42 -0.08 1.78  0.108
H 0.27 0.83 3.52  0.104
H 1.75 0.99 2.47  0.130
H 2.93 -0.71 3.52  0.075
H 1.66 -1.27 4.48  0.114
H 1.85 0.88 5.86  0.091
H 3.13 1.47 4.74  0.073
H 3.43 0.05 5.68  0.061
C 7.66 3.22 1.33  -0.089
C 6.30 2.88 1.99  -0.246
C 5.20 3.89 1.64  -0.195
C 5.36 5.17 2.46  -0.112
N 4.21 6.17 2.32  -0.195
C 4.34 7.29 3.38  -0.049
C 3.09 7.25 4.22  -0.122
C 2.07 6.44 3.41  -0.125
C 2.90 5.46 2.68  -0.104
C 4.12 6.62 0.95  -0.175
C 5.30 7.33 0.31  -0.238
C 4.89 8.03 -0.95  -0.112
H 8.50 2.56 1.64  0.082
H 7.93 4.17 1.74  0.047
H 7.61 3.24 0.21  0.097
H 6.43 2.77 3.12  0.136
H 6.03 1.91 1.52  0.064
H 4.23 3.50 1.91  0.081
H 5.21 4.13 0.54  0.124
H 6.28 5.62 2.22  0.108
H 5.49 4.90 3.49  0.133
H 4.33 8.20 2.84  0.115
H 5.29 7.10 3.86  0.135
H 2.78 8.30 4.39  0.140
H 3.26 6.79 5.17  0.115
H 1.46 7.02 2.71  0.125
H 1.39 6.04 4.14  0.121
H 2.60 5.09 1.71  0.095
H 3.14 4.53 3.19  0.136
H 3.26 7.32 0.94  0.157
H 3.87 5.73 0.31  0.140
H 6.15 6.62 0.14  0.128
H 5.79 8.10 0.91  0.121
H 5.72 8.43 -1.59  0.097
H 4.21 8.91 -0.75  0.099
H 4.20 7.50 -1.61  0.070
C -4.06 -1.37 0.08  -0.056
O -5.33 -0.99 -0.52  -0.212
C -6.38 -1.88 -0.41  -0.225
C -7.16 -1.68 -1.73  -0.065
N -6.20 -2.14 -2.81  0.050
H -6.50 -1.83 -3.78  0.190
H -5.24 -1.67 -2.72  0.139
C -6.09 -3.64 -2.85  -0.102
C -5.99 -4.14 -4.27  -0.253
O -6.93 -3.52 -5.06  -0.189
C -6.92 -3.94 -6.45  -0.033
H -4.16 -1.36 1.16  0.065
H -3.34 -0.65 -0.28  0.058
H -3.78 -2.34 -0.35  0.087
H -7.03 -1.58 0.49  0.143
H -6.08 -2.92 -0.32  0.095
H -7.38 -0.63 -1.80  0.125
H -8.05 -2.28 -1.96  0.141
H -7.02 -4.02 -2.35  0.150
H -5.27 -4.00 -2.27  0.116
H -6.21 -5.24 -4.17  0.154
H -4.93 -4.01 -4.60  0.142
H -7.79 -3.54 -6.93  0.090
H -6.95 -5.03 -6.49  0.095
H -6.04 -3.61 -6.97  0.086
C -11.48 1.74 3.68  -0.089
O -10.13 1.87 3.97  -0.206
C -9.66 3.15 3.90  -0.251
C -8.31 3.13 4.56  -0.097
N -7.60 1.88 4.19  0.040
H -6.94 1.68 4.98  0.192
H -8.30 1.07 4.16  0.196
C -6.85 1.90 2.87  -0.063
C -6.38 0.44 2.64  -0.244
O -5.87 0.05 3.83  -0.186
C -4.55 -0.59 3.88  -0.024
H -11.75 0.68 3.85  0.106
H -11.66 1.99 2.58  0.115
H -12.20 2.39 4.23  0.108
H -10.29 3.88 4.38  0.139
H -9.56 3.40 2.84  0.134
H -8.47 3.12 5.68  0.167
H -7.68 3.96 4.25  0.144
H -6.05 2.64 2.85  0.128
H -7.57 2.02 2.05  0.136
H -5.65 0.44 1.79  0.131
H -7.26 -0.19 2.34  0.134
H -4.54 -1.57 3.41  0.066
H -4.30 -0.74 4.91  0.087
H -3.81 0.14 3.54  0.083
C 0.41 -9.92 -0.47  -0.112
O -0.32 -8.91 0.17  -0.196
C 0.39 -7.65 0.27  -0.170
C -0.63 -6.49 0.53  -0.056
N -1.28 -6.51 1.88  0.073
H -1.81 -5.69 2.03  0.067
H -2.03 -7.21 1.88  0.154
C -0.41 -6.60 3.15  -0.056
C -0.14 -8.04 3.55  -0.189
O -1.42 -8.69 3.65  -0.186
C -1.38 -10.09 3.73  -0.108
H -0.26 -10.79 -0.54  0.101
H 1.20 -10.23 0.21  0.088
H 0.83 -9.72 -1.47  0.095
H 0.83 -7.46 -0.73  0.130
H 1.26 -7.61 0.94  0.112
H -1.46 -6.44 -0.14  0.132
H -0.06 -5.60 0.44  0.104
H -0.93 -6.09 3.98  0.143
H 0.54 -6.15 2.86  0.092
H 0.47 -8.17 4.47  0.147
H 0.52 -8.51 2.79  0.117
H -1.00 -10.71 2.88  0.098
H -2.36 -10.44 4.02  0.087
H -0.73 -10.35 4.60  0.100
C 5.70 -0.69 4.16  -0.063
O 5.94 -1.61 3.08  -0.191
C 6.40 -0.93 1.97  -0.209
C 6.65 -2.03 0.87  -0.086
N 7.05 -3.35 1.45  0.070
H 7.96 -3.21 1.88  0.169
H 6.40 -3.79 2.09  0.125
C 7.21 -4.44 0.39  -0.049
C 7.83 -5.64 1.22  -0.190
O 9.13 -5.29 1.65  -0.191
C 10.12 -5.46 0.63  -0.091
H 6.69 -0.36 4.54  0.115
H 5.16 -1.27 4.89  0.087
H 5.10 0.14 3.81  0.067
H 7.37 -0.49 2.14  0.124
H 5.70 -0.23 1.52  0.082
H 7.38 -1.63 0.17  0.131
H 5.77 -2.16 0.25  0.093
H 7.92 -4.09 -0.37  0.129
H 6.24 -4.69 0.02  0.116
H 7.73 -6.66 0.81  0.145
H 7.24 -5.64 2.14  0.101
H 11.04 -5.65 1.21  0.105
H 10.24 -4.56 0.00  0.088
H 9.98 -6.34 -0.03  0.101
As -1.54 3.59 2.43  0.726
F -1.41 5.20 1.75  -0.254
F -3.28 3.82 2.39  -0.263
F -1.69 2.00 3.08  -0.241
F 0.17 3.43 2.43  -0.235
F -1.48 4.28 4.08  -0.269
F -1.57 2.89 0.89  -0.235
As 4.39 0.89 -1.12  0.730
F 6.17 0.70 -0.72  -0.277
F 4.20 -0.76 -0.76  -0.211
F 2.75 0.93 -1.70  -0.234
F 4.64 2.57 -1.39  -0.232
F 4.96 0.59 -2.69  -0.227
F 3.92 1.29 0.51  -0.242
As -2.93 -0.18 -3.89  0.691
F -3.55 -1.17 -5.16  -0.236
F -3.23 -1.46 -2.82  -0.223
F -2.42 0.81 -2.55  -0.251
F -2.69 1.08 -5.01  -0.229
F -4.60 0.48 -3.60  -0.285
F -1.36 -0.81 -4.08  -0.223
As 3.41 -4.79 2.41  0.715
F 3.03 -5.72 1.02  -0.226
F 1.83 -4.08 2.31  -0.258
F 3.63 -3.85 3.84  -0.231
F 5.04 -5.37 2.56  -0.227
F 3.99 -3.50 1.42  -0.224
F 2.72 -6.09 3.37  -0.243
As -4.73 -4.90 2.03  0.750
F -2.97 -4.44 1.94  -0.296
F -4.59 -5.15 3.74  -0.232
F -6.44 -5.42 2.04  -0.253
F -4.76 -4.57 0.37  -0.232
F -4.18 -6.50 1.80  -0.214
F -5.12 -3.24 2.28  -0.247


# 2
The following is a quantum chemistry calculation of C26H47N4O2PPdS as an isolated structure, from OMol25.

- spin multiplicity = 5
- DFT total energy (hartree) = -2254.311455
- energy above the lowest of the compared OMol25 structures with the same formula, charge and spin (kJ/mol) = 42.74
- <S²> = 6.0185
- charge = +4
- HOMO level (alpha / beta) (eV) = -20.244 / -20.238
- LUMO (alpha / beta) (eV) = -11.495 / -15.206
- gap between HOMO and LUMO (alpha / beta) (eV) = 8.7 / 5.0

Last column: Löwdin charge in e.
Positions of all 82 atoms, in Å:
Pd 0.92 0.82 1.02  1.106
C -0.56 3.96 0.36  0.011
C 0.03 3.06 1.39  -0.252
C 1.38 3.19 1.78  0.030
C 1.92 2.47 2.89  -0.215
C 3.27 2.77 3.41  0.022
C 1.11 1.49 3.50  0.037
C -0.25 1.32 3.15  -0.233
C -1.14 0.42 3.91  0.028
C -0.77 2.11 2.08  -0.001
H 0.17 4.23 -0.41  0.108
H -0.86 4.89 0.85  0.134
H -1.45 3.53 -0.10  0.096
H 2.00 3.92 1.28  0.158
H 3.15 3.44 4.27  0.145
H 3.89 3.30 2.68  0.105
H 3.79 1.88 3.78  0.111
H 1.50 0.92 4.34  0.157
H -1.65 1.02 4.68  0.142
H -0.60 -0.37 4.42  0.105
H -1.92 -0.01 3.28  0.095
H -1.81 2.02 1.82  0.148
C 5.83 1.01 -1.75  -0.049
C 5.48 1.39 -0.30  -0.171
C 4.06 1.22 -0.01  -0.110
N 2.94 1.07 0.22  0.127
H 6.91 1.07 -1.86  0.103
H 5.38 1.71 -2.46  0.092
H 5.52 0.00 -1.99  0.084
H 5.73 2.43 -0.10  0.142
H 6.03 0.78 0.42  0.140
O -0.99 -0.09 0.38  -0.333
P -1.76 -0.46 -0.87  0.609
N -1.71 -2.23 -0.98  -0.009
C -0.54 -3.03 -0.70  -0.134
C -1.07 -4.46 -0.61  -0.119
C -2.24 -4.46 -1.60  -0.110
C -2.80 -3.04 -1.48  -0.120
N -1.04 0.02 -2.23  -0.176
C 0.08 0.98 -2.25  -0.176
C 0.63 0.88 -3.67  -0.135
C -0.60 0.49 -4.49  -0.129
C -1.29 -0.53 -3.59  -0.151
N -3.31 -0.10 -0.85  -0.191
C -4.08 0.60 -1.92  -0.143
C -5.08 1.46 -1.15  -0.129
C -5.28 0.77 0.21  -0.122
C -4.20 -0.33 0.32  -0.144
H -0.01 -2.63 0.16  0.102
H 0.12 -2.93 -1.58  0.163
H -1.42 -4.67 0.41  0.131
H -0.31 -5.20 -0.86  0.133
H -2.99 -5.21 -1.38  0.139
H -1.89 -4.64 -2.62  0.134
H -3.62 -2.97 -0.75  0.151
H -3.20 -2.60 -2.40  0.148
H 0.85 0.70 -1.50  0.072
H -0.27 1.98 -2.01  0.114
H 1.38 0.09 -3.74  0.125
H 1.08 1.81 -4.00  0.130
H -0.36 0.09 -5.47  0.138
H -1.25 1.36 -4.63  0.131
H -0.82 -1.51 -3.69  0.123
H -2.36 -0.62 -3.79  0.115
H -4.58 -0.14 -2.55  0.129
H -3.40 1.18 -2.55  0.113
H -6.01 1.54 -1.70  0.130
H -4.69 2.47 -1.03  0.115
H -6.27 0.32 0.30  0.126
H -5.19 1.48 1.03  0.114
H -4.65 -1.32 0.27  0.114
H -3.62 -0.27 1.24  0.100
C 3.65 -2.71 1.04  -0.209
S 2.86 -1.59 2.17  0.911
C 2.38 -2.73 3.45  -0.205
O 1.51 -1.21 1.48  -0.633
H 4.57 -3.07 1.51  0.090
H 3.89 -2.16 0.13  0.059
H 2.99 -3.55 0.82  0.078
H 3.30 -3.13 3.88  0.092
H 1.77 -3.53 3.03  0.082
H 1.84 -2.18 4.22  0.062


# 3
The following is a quantum chemistry calculation of the molecule C4H2O2, from OMol25.

- spin multiplicity = 1
- DFT total energy (hartree) = -303.833457
- energy above the lowest of the compared OMol25 structures with the same formula, charge and spin (kJ/mol) = 463.02
- charge = 0
- HOMO level (alpha / beta) (eV) = -9.316 / -8.769
- LUMO (alpha / beta) (eV) = -1.239 / -1.234
- gap between HOMO and LUMO (alpha / beta) (eV) = 8.1 / 7.5

Last column: Löwdin charge in e.
Positions of all 8 atoms, in Å:
O -1.49 -1.44 -0.46  0.073
C -1.59 -0.42 0.18  -0.241
C -0.42 0.36 0.69  0.003
O -0.06 1.39 -0.18  0.066
C 1.00 0.52 -0.03  -0.316
C 2.08 0.03 -0.31  0.234
H -2.56 -0.02 0.54  0.126
H 3.05 -0.42 -0.44  0.056